#a
# C3H4NS

A cluster of 2 separate species, C3H4NS in total (wB97M-V/def2-TZVPD, OMol25).

Cartesian coordinates (Å):
C (0.827, -0.311, 0.059)
C (-1.140, -1.275, -0.028)
C (-0.008, 0.873, 0.016)
N (0.199, -1.467, 0.000)
S (-1.757, 0.255, 0.013)
H (1.834, -0.158, -0.048)
H (-2.088, -2.416, -0.370)
H (0.089, 1.837, 0.517)
H (-0.050, 1.100, -1.064)

## Properties
Net charge: +1
Molecular weight in Da: 86.139
Spin multiplicity: 1
Gap between HOMO and LUMO in eV: 9.788

Löwdin atomic charge list, values in e, 4 entries:
1. C -0.072
2. C -0.443
3. C -0.309
4. N 0.053

---

#b
# C3H4NS

The ion C3H4NS with charge +1 (wB97M-V/def2-TZVPD, OMol25).

Cartesian coordinates (Å):
C (0.040, -1.222, -0.020)
C (-1.600, -0.978, -0.092)
C (-0.036, 1.089, -0.069)
N (0.682, -0.142, -0.035)
S (-1.818, 0.617, 0.059)
H (0.496, -2.163, 0.148)
H (0.389, 1.488, 0.816)
H (0.134, 1.551, -1.012)
H (1.712, -0.240, 0.205)

## Properties
Net charge: +1
Molecular weight in Da: 86.139
Spin multiplicity: 1
Gap between HOMO and LUMO in eV: 8.092

Löwdin atomic charge list, values in e, 4 entries:
1. C -0.020
2. C -0.300
3. C -0.328
4. N -0.001

---

#c
# C3H4NS

The ion C3H4NS with charge +1 (wB97M-V/def2-TZVPD, OMol25).

Cartesian coordinates (Å):
C (-0.275, -0.764, -0.757)
C (-0.946, 1.389, 0.493)
C (0.811, -0.552, 0.234)
N (-1.329, -0.133, -0.927)
S (0.446, 1.024, 1.172)
H (-0.018, -1.598, -1.285)
H (-1.445, 2.368, 0.398)
H (1.161, -1.398, 1.020)
H (1.594, -0.336, -0.348)

## Properties
Net charge: +1
Molecular weight in Da: 86.139
Spin multiplicity: 1
Gap between HOMO and LUMO (spin up / spin down) in eV: 9.288 / 9.289

Löwdin atomic charge list, values in e, 4 entries:
1. C -0.278
2. C -0.184
3. C -0.305
4. N 0.231

---

According to the calculations, the structures order from most to least stable as #a, #b, #c.